The following is a quantum chemistry calculation of C23H37ClI3N2O18S4 as an isolated structure, from the OMol25 dataset.

Strongest force on any atom in eV Å⁻¹: 8.42
Electronic energy in a.u.: -5307.6912
HOMO level in Ha: -0.427
Orbital gap in eV: 6.3

ORCA input file:
```
! wB97M-V def2-TZVPD RIJCOSX def2/J DEFGRID3
* xyz 1 1
C 1.762 -4.248 4.800
C 3.002 -4.582 3.728
O 3.532 -5.809 3.748
O 3.432 -3.455 2.882
C 4.172 -3.920 1.698
C 3.879 -2.838 0.480
C 2.539 -3.272 -0.353
C 1.164 -2.488 0.048
C 1.067 -1.075 0.921
N -0.310 -0.524 1.133
C -0.348 0.776 1.975
I 0.932 0.644 3.790
C -0.111 2.135 1.099
C 1.295 2.229 0.277
I -0.040 3.797 2.590
N -1.545 -0.917 0.739
C -1.683 -2.162 -0.039
C -3.186 -2.682 -0.548
C -4.018 -3.434 0.652
C -3.096 -4.353 1.654
I -5.003 -1.877 1.859
C -0.346 -3.004 -0.421
Cl -0.506 -4.573 -1.422
H 1.968 -3.130 5.158
H 1.811 -4.939 5.754
H 0.699 -4.297 4.274
H 3.847 -4.971 1.294
H 5.340 -3.903 1.902
H 4.797 -2.960 -0.273
H 3.913 -1.725 0.840
H 2.330 -4.433 -0.181
H 2.745 -3.147 -1.507
H 2.087 -0.625 1.279
H -1.444 0.892 2.442
H -1.010 2.428 0.387
H 1.025 2.049 -0.872
H 2.133 1.485 0.616
H 1.742 3.318 0.325
H -3.824 -1.771 -0.920
H -3.098 -3.414 -1.486
H -4.889 -4.103 0.202
H -2.218 -3.759 2.183
H -3.818 -4.694 2.540
H -2.691 -5.333 1.111
C -3.556 8.244 1.122
C -3.620 6.797 1.606
O -2.261 6.397 1.766
S -1.377 7.693 2.213
O -1.227 7.663 3.651
O -0.258 7.816 1.307
O -2.475 8.838 1.839
H -3.324 8.292 0.054
H -4.486 8.785 1.317
H -4.134 6.143 0.897
H -4.110 6.730 2.583
C -3.027 7.874 -4.574
C -2.316 8.658 -3.475
O -3.343 9.399 -2.820
S -4.729 8.540 -2.870
O -4.869 7.836 -1.614
O -5.767 9.379 -3.422
O -4.271 7.465 -4.006
H -3.241 8.511 -5.438
H -2.452 7.003 -4.898
H -1.550 9.329 -3.871
H -1.864 7.985 -2.739
C 5.360 -8.882 0.689
C 6.770 -8.365 0.960
O 7.240 -7.885 -0.298
S 5.975 -7.307 -1.150
O 5.932 -5.872 -0.974
O 5.970 -7.941 -2.447
O 4.791 -7.966 -0.244
H 5.386 -9.872 0.223
H 4.754 -8.925 1.599
H 7.432 -9.143 1.348
H 6.753 -7.521 1.658
C -1.299 -0.489 -3.440
C -1.110 0.441 -2.244
O -1.015 1.750 -2.801
S -1.936 1.822 -4.146
O -3.210 2.406 -3.790
O -1.120 2.314 -5.232
O -2.149 0.218 -4.342
H -0.347 -0.678 -3.946
H -1.754 -1.441 -3.154
H -0.214 0.202 -1.668
H -1.984 0.418 -1.585
*
```

Atom charges from the Löwdin analysis, given in e for atoms 1 to 8: number 1, C, carries -0.01; number 2, C, carries -0.28; number 3, O, carries -0.03; number 4, O, carries -0.11; number 5, C, carries -0.17; number 6, C, carries -0.15; number 7, C, carries -0.16; number 8, C, carries -0.02


The following is a quantum chemistry calculation of a 2-piece molecular cluster, C3H10NS overall, from the OMol25 dataset.

Strongest force on any atom in eV Å⁻¹: 2.43
Electronic energy in a.u.: -573.2236
HOMO level in Ha: -0.083
Energy above the lowest of the compared OMol25 structures with the same formula, charge and spin in eV: 1.593
Orbital gap in eV: 6.2

ORCA input file:
```
! wB97M-V def2-TZVPD RIJCOSX def2/J DEFGRID3
* xyz -1 1
C 0.454 1.295 1.928
S -1.152 0.434 1.796
H 0.868 1.611 0.951
H 1.190 0.598 2.339
H 0.476 2.152 2.645
C -0.210 -0.653 -2.774
N 0.390 -1.265 -1.561
C 1.440 -0.459 -0.981
H -0.766 0.253 -2.438
H -0.973 -1.355 -3.119
H 0.483 -0.380 -3.576
H -0.453 -1.297 -1.006
H 1.493 0.609 -1.411
H 1.169 -0.520 0.098
H 2.496 -0.729 -1.183
*
```

Atom charges from the Löwdin analysis, given in e for atoms 1 to 8: number 1, C, carries -0.78; number 2, S, carries -0.04; number 3, H, carries -0.03; number 4, H, carries -0.03; number 5, H, carries -0.01; number 6, C, carries -0.17; number 7, N, carries -0.19; number 8, C, carries -0.19


The following is a quantum chemistry calculation of a 2-piece molecular cluster, CBrO3 overall, from the OMol25 dataset.

Strongest force on any atom in eV Å⁻¹: 1.49
Electronic energy in a.u.: -2837.8557
HOMO level in Ha: -0.099
Energy above the lowest of the compared OMol25 structures with the same formula, charge and spin in eV: 0.698
Orbital gap in eV: 6.2

ORCA input file:
```
! wB97M-V def2-TZVPD RIJCOSX def2/J DEFGRID3
* xyz -1 1
C -1.354 0.019 0.355
O -1.516 0.516 1.388
O -1.381 -0.518 -0.654
O 1.515 0.455 -0.996
Br 2.736 -0.471 -0.093
*
```

From a Löwdin analysis of the wavefunction, the atomic charges in e read: number 1, C, carries -0.46; number 2, O, carries 0.17; number 3, O, carries 0.20; number 4, O, carries -1.13; number 5, Br, carries 0.21


The following is a quantum chemistry calculation of a 2-piece molecular cluster, C2H4ClN2 overall, from the OMol25 dataset.

Strongest force on any atom in eV Å⁻¹: 4.45
Electronic energy in a.u.: -647.9568
HOMO level in Ha: -0.585
Energy above the lowest of the compared OMol25 structures with the same formula, charge and spin in eV: 1.283
Orbital gap in eV: 9.8

ORCA input file:
```
! wB97M-V def2-TZVPD RIJCOSX def2/J DEFGRID3
* xyz 1 1
C -0.449 -1.122 0.118
C 1.352 0.351 -0.038
N 0.498 -0.353 0.535
N 2.327 0.956 -0.340
Cl -2.026 0.949 0.147
H -0.474 -1.507 -0.932
H -1.025 -1.601 0.933
H 2.980 1.811 -0.152
H -3.184 0.516 -0.272
*
```

Atom charges from the Löwdin analysis, given in e for atoms 1 to 8: number 1, C, carries 0.01; number 2, C, carries -0.17; number 3, N, carries 0.05; number 4, N, carries 0.30; number 5, Cl, carries 0.48; number 6, H, carries 0.14; number 7, H, carries 0.12; number 8, H, carries 0.21


> Which value of electronic energy does entry 1 give?

-5307.6912 a.u.